No. 1
DFT (ωB97M-V/def2-TZVPD) results for an isolated molecule of C6H12O.

Electronic energy: -8463.045 eV
Frontier orbital gap: 10.55 eV
Structure (SMILES): CC(C)[C@H]1C[C@H]1O
LUMO energy: 0.976 eV
Relative energy (zero: lowest compared OMol25 entry of this formula, charge and spin): 30.2 kcal per mole

Geometry as XYZ:
```
19
Properties=species:S:1:pos:R:3:nbo_charge:R:1
C 1.304 0.877 0.723 -0.610
C 0.719 -0.412 0.137 -0.218
C 1.690 -1.000 -0.891 -0.596
C -0.659 -0.248 -0.514 -0.251
C -1.905 -0.810 0.134 -0.432
C -1.766 0.661 -0.034 0.083
O -1.653 1.415 1.137 -0.701
H 0.700 1.239 1.558 0.219
H 2.320 0.699 1.094 0.207
H 1.363 1.665 -0.040 0.195
H 0.625 -1.133 0.960 0.198
H 2.667 -1.206 -0.439 0.208
H 1.847 -0.291 -1.715 0.199
H 1.306 -1.932 -1.319 0.209
H -0.633 -0.341 -1.600 0.212
H -2.637 -1.353 -0.455 0.215
H -1.783 -1.163 1.156 0.222
H -2.370 1.132 -0.812 0.171
H -1.135 2.201 0.921 0.469
```

No. 2
DFT (ωB97M-V/def2-TZVPD) results for a cluster of 2 separate species, C6H12O in total.

Electronic energy: -8460.004 eV
Frontier orbital gap: 9.34 eV
LUMO energy: 0.560 eV
Relative energy (zero: lowest compared OMol25 entry of this formula, charge and spin): 100.3 kcal per mole

Geometry as XYZ:
```
19
Properties=species:S:1:pos:R:3:nbo_charge:R:1
C 2.224 -0.356 -0.820 -0.673
C 1.227 0.431 -0.015 -0.053
C 0.248 1.326 -0.615 -0.007
O -0.650 1.836 0.139 -0.677
C -1.328 -0.201 1.002 -0.010
C -2.466 -0.317 0.027 -0.658
C -0.192 -0.971 0.928 -0.519
H 3.217 0.106 -0.826 0.228
H 1.893 -0.480 -1.857 0.221
H 2.330 -1.349 -0.373 0.239
H 1.513 0.743 0.985 0.216
H 1.322 1.890 -0.638 0.253
H 0.047 1.110 -1.686 0.141
H -1.511 0.373 1.902 0.212
H -2.950 0.650 -0.114 0.240
H -3.238 -1.024 0.366 0.219
H -2.118 -0.674 -0.949 0.207
H -0.120 -1.737 0.158 0.203
H 0.423 -1.139 1.810 0.217
```

No. 3
DFT (ωB97M-V/def2-TZVPD) results for an isolated molecule of C5H8O2.

Electronic energy: -9408.653 eV
Frontier orbital gap: 10.04 eV
Structure (SMILES): O=C1CC(CO)C1
LUMO energy: 0.661 eV
Relative energy (zero: lowest compared OMol25 entry of this formula, charge and spin): 27.2 kcal per mole

Geometry as XYZ:
```
15
Properties=species:S:1:pos:R:3:nbo_charge:R:1
O -2.161 -1.292 -1.861 -0.518
C -1.380 -0.828 -1.075 0.619
C -1.210 -0.924 0.438 -0.532
C -0.325 0.351 0.349 -0.231
C 1.001 0.347 1.096 -0.057
O 1.539 -0.961 1.058 -0.731
C -0.253 0.195 -1.193 -0.529
H -0.607 -1.800 0.704 0.258
H -2.120 -0.906 1.043 0.231
H -0.891 1.247 0.625 0.213
H 0.855 0.686 2.133 0.165
H 1.681 1.062 0.605 0.164
H 2.315 -0.988 1.629 0.476
H 0.680 -0.284 -1.513 0.240
H -0.453 1.070 -1.818 0.231
```

No. 4
DFT (ωB97M-V/def2-TZVPD) results for a cluster of 2 separate species, C5H15NO2 in total.

Electronic energy: -11011.291 eV
Frontier orbital gap: 10.00 eV
Structure (SMILES): CC[C@@H](C)NCO.O
LUMO energy: 0.822 eV
Relative energy (zero: lowest compared OMol25 entry of this formula, charge and spin): 61.2 kcal per mole

Geometry as XYZ:
```
23
Properties=species:S:1:pos:R:3:nbo_charge:R:1
C 1.935 0.942 1.327 -0.610
C 0.604 1.508 0.902 -0.387
C -0.398 0.336 0.535 -0.046
C -1.717 0.331 1.330 -0.683
N -0.644 0.451 -0.946 -0.641
C -1.223 -0.714 -1.508 0.089
O -2.381 -1.341 -0.905 -0.754
H 2.551 0.947 0.434 0.202
H 2.442 1.766 1.833 0.209
H 1.883 0.035 1.824 0.213
H 0.144 1.976 1.851 0.187
H 0.512 2.169 0.117 0.204
H 0.080 -0.666 0.695 0.180
H -2.579 -0.008 0.578 0.262
H -1.908 -0.143 2.345 0.226
H -2.052 1.415 1.343 0.192
H -1.000 1.352 -1.174 0.364
H -0.527 -1.495 -1.396 0.156
H -1.450 -0.410 -2.555 0.164
H -2.215 -2.227 -0.702 0.471
O 2.577 -2.376 -1.764 -0.931
H 3.111 -1.580 -1.571 0.471
H 2.256 -2.267 -2.593 0.460
```

No. 5
DFT (ωB97M-V/def2-TZVPD) results for a cluster of 2 separate species, C4H13NO in total.

Electronic energy: -7895.798 eV
Frontier orbital gap: 10.55 eV
Structure (SMILES): CCC.NCO
LUMO energy: 0.820 eV
Relative energy (zero: lowest compared OMol25 entry of this formula, charge and spin): 19.9 kcal per mole

Geometry as XYZ:
```
19
Properties=species:S:1:pos:R:3:nbo_charge:R:1
C 1.147 -0.912 -0.587 -0.602
C 2.249 0.051 -1.113 -0.389
C 2.308 1.286 -0.199 -0.607
H 1.444 -1.056 0.451 0.207
H 1.231 -1.854 -1.126 0.204
H 0.170 -0.463 -0.620 0.196
H 1.999 0.410 -2.109 0.194
H 3.201 -0.469 -1.035 0.194
H 3.140 1.950 -0.444 0.204
H 1.389 1.865 -0.339 0.195
H 2.373 1.085 0.871 0.202
N -3.591 -0.426 0.719 -0.840
C -2.155 -0.359 0.557 0.092
O -1.424 -0.519 1.746 -0.704
H -3.990 -0.498 -0.209 0.360
H -3.959 0.448 1.068 0.347
H -1.812 -1.146 -0.107 0.169
H -1.881 0.590 0.075 0.117
H -1.837 0.017 2.401 0.461
```

No. 6
DFT (ωB97M-V/def2-TZVPD) results for a cluster of 2 separate species, C12H15N3O3 in total.

Electronic energy: -23290.433 eV
Frontier orbital gap: 8.55 eV
LUMO energy: 0.167 eV
Relative energy (zero: lowest compared OMol25 entry of this formula, charge and spin): 188.0 kcal per mole

Geometry as XYZ:
```
33
Properties=species:S:1:pos:R:3:nbo_charge:R:1
C -3.978 -2.756 0.239 -0.671
C -3.656 -1.284 0.313 0.649
O -4.300 -0.448 1.004 -0.667
N -2.732 -0.825 -0.458 -0.430
H -2.136 -1.506 -1.170 0.476
N -2.495 0.465 -0.278 -0.402
C -1.502 0.926 -0.869 0.640
O -0.806 0.396 -1.953 -0.733
C -1.157 2.534 -0.828 -0.472
H -0.387 2.826 -1.517 0.233
H -2.078 3.299 -0.766 0.238
C -0.585 2.747 0.561 -0.454
H -1.234 2.470 1.318 0.236
H 0.073 3.690 0.770 0.245
C 0.485 1.519 0.920 0.640
O 0.391 1.006 2.278 -0.723
N 1.414 1.047 0.124 -0.549
C 2.327 0.161 0.167 0.134
C 2.862 -0.341 1.180 -0.279
C 3.724 -1.359 1.298 -0.144
C 4.318 -1.718 -0.114 -0.276
C 3.854 -0.959 -1.021 -0.112
C 2.974 0.018 -1.069 -0.237
H 2.604 0.461 -1.854 0.208
H 4.439 -1.118 -2.363 0.133
H 5.225 -2.439 -0.074 0.237
H 4.063 -2.101 2.081 0.238
H 2.319 -0.053 2.149 0.266
H 1.153 1.579 -0.730 0.416
H -2.946 0.997 0.450 0.469
H -4.945 -2.923 0.597 0.250
H -3.238 -3.324 0.490 0.225
H -4.048 -2.984 -0.877 0.215
```

No. 7
DFT (ωB97M-V/def2-TZVPD) results for the ion C5H15NP with charge +1.

Electronic energy: -16198.225 eV
Frontier orbital gap: 11.58 eV
Structure (SMILES): C/C=[N+](\C)[PH3]CC
LUMO energy: -3.180 eV
Relative energy (zero: lowest compared OMol25 entry of this formula, charge and spin): 43.5 kcal per mole
Total charge: +1

Geometry as XYZ:
```
22
Properties=species:S:1:pos:R:3:nbo_charge:R:1
C -2.486 -1.145 0.667 -0.710
C -1.205 -0.489 0.916 0.242
N -0.546 0.361 0.223 -0.525
C -1.247 0.768 -0.992 -0.478
P 1.319 1.219 0.940 0.878
C 2.249 -0.047 -0.037 -0.676
C 1.505 -0.695 -1.232 -0.612
H -3.310 -0.547 0.887 0.268
H -2.605 -2.130 1.227 0.262
H -2.578 -1.317 -0.326 0.240
H -0.673 -0.841 1.878 0.187
H -2.303 0.905 -0.973 0.227
H -0.891 1.837 -1.184 0.218
H -0.981 0.111 -1.929 0.238
H 0.650 0.636 1.985 0.014
H 0.719 2.343 0.411 0.029
H 2.520 1.943 1.530 -0.020
H 3.223 0.433 -0.123 0.267
H 2.523 -0.759 0.809 0.262
H 2.142 -1.483 -1.639 0.249
H 1.355 0.022 -2.106 0.230
H 0.620 -1.124 -0.934 0.211
```

No. 8
DFT (ωB97M-V/def2-TZVPD) results for a cluster of 2 separate species, C7H13N2S in total.

Electronic energy: -21273.013 eV
Frontier orbital gap (alpha / beta): 7.79 / 6.94 eV
LUMO energy (alpha / beta): -3.863 / -4.789 eV
Relative energy (zero: lowest compared OMol25 entry of this formula, charge and spin): 153.0 kcal per mole
Total charge: +1

Geometry as XYZ:
```
23
Properties=species:S:1:pos:R:3:nbo_charge:R:1
C 2.141 -1.236 -0.940 -0.417
C 3.461 -1.427 -0.610 -0.052
C 2.824 0.434 0.437 -0.174
C 1.830 -0.043 -0.355 0.122
C -3.181 0.225 0.393 -0.421
C -1.557 1.924 0.558 -0.455
C -0.786 -0.416 0.115 -0.187
N 3.817 -0.457 0.289 -0.479
N -1.838 0.624 -0.083 -0.426
S -1.135 -1.881 -0.836 0.033
H 1.562 -1.975 -1.635 0.255
H 4.095 -2.298 -0.914 0.242
H 2.888 1.216 1.157 0.235
H -3.397 -0.730 0.040 0.242
H -3.207 0.130 1.511 0.231
H -3.920 0.901 0.077 0.234
H -1.816 1.937 1.684 0.256
H -0.590 2.442 0.240 0.268
H -2.394 2.622 0.222 0.237
H -0.696 -0.730 1.103 0.203
H 4.691 -0.378 0.849 0.437
H -2.002 0.633 -1.132 0.453
H -0.790 -1.517 -2.170 0.163
```